(1)
The following is a DFT calculation (ωB97M-V/def2-TZVPD) of the molecule C7H9I.

As for the maximum force: 3.055 eV/A. The highest occupied orbital energy comes out at -8.9 eV. For the total energy, the calculation gives -569.6866 Eh. Its SMILES is C[C@@H]1C=C2C[C@@H]2[C@H]1I.

The geometry in XYZ format:
```
17
C7H9I, DFT ωB97M-V/def2-TZVPD
C 1.18378 -0.09218 -0.66829
C 0.84439 1.17060 -0.57283
C 0.63933 2.33384 0.32683
C -0.10564 -0.99158 -0.53179
C -0.53730 1.43230 -0.14793
C -1.05873 0.15994 0.36126
C 0.22696 -2.28642 0.14902
I -3.18885 0.05423 0.11522
H 2.18065 -0.57468 -0.66578
H 1.12209 2.27516 1.30584
H 0.68821 3.33714 0.01012
H -0.77759 -1.25650 -1.37505
H -1.19205 2.05887 -0.68945
H -0.90705 -0.01145 1.45961
H 0.93472 -2.78105 -0.47877
H -0.68126 -2.80020 0.30197
H 0.62833 -2.02804 1.10000
```

---

(2)
The following is a DFT calculation (ωB97M-V/def2-TZVPD) of the molecule C7H9N.

As for the maximum force: 6.642 eV/A. The highest occupied orbital energy comes out at -8.7 eV. For the total energy, the calculation gives -326.6978 Eh. Its SMILES is C1=C[C@H]2C=C[C@@H]1CN2.

The geometry in XYZ format:
```
17
C7H9N, DFT ωB97M-V/def2-TZVPD
C 0.44924 -1.06949 -0.87135
C 0.89070 0.96187 0.32154
C 0.08550 0.30937 1.35087
C -0.88659 -0.53641 1.12296
C -1.09232 -0.61087 -0.31099
C -1.21215 0.85010 -0.61707
C -0.11065 1.52003 -0.56324
H 0.48749 -0.91183 -2.04241
H 0.81097 -2.20577 -0.79707
H 1.85764 -0.89838 0.63964
H 1.76565 1.32466 0.87057
H 0.11359 0.59651 2.46967
H -1.22337 -1.39467 1.71725
H -1.75113 -1.41097 -0.73591
H -2.04750 1.20302 -1.16890
H 0.26264 2.53571 -1.05928
N 1.60028 -0.26288 -0.32629
```

---

(3)
The following is a DFT calculation (ωB97M-V/def2-TZVPD) of the molecule C7H9N.

As for the maximum force: 8.967 eV/A. The highest occupied orbital energy comes out at -8.5 eV. For the total energy, the calculation gives -326.5834 Eh. Its SMILES is C#C/C=C(/C)[C@@H]1CN1.

The geometry in XYZ format:
```
17
C7H9N, DFT ωB97M-V/def2-TZVPD
C 2.38189 -0.66194 -0.02643
C 0.91572 -0.39647 0.02958
C 0.05746 -1.41973 0.23693
C -1.26533 -1.14178 0.07417
C -2.47010 -0.88078 -0.08601
C 0.60445 0.89041 -0.09257
C -0.21426 1.91067 0.62365
H 2.71950 -0.40124 -1.18534
H 3.05776 -0.38037 0.85567
H 2.38877 -1.76863 -0.39663
H 0.32415 -2.34299 0.54777
H -3.41992 -0.92213 0.05362
H 1.28202 1.29350 -0.85046
H -0.54958 1.53025 1.68319
H -0.07820 2.83312 0.93876
H -1.50120 0.61001 -0.46542
N -0.61176 1.39231 -0.81959
```

---

(4)
The following is a DFT calculation (ωB97M-V/def2-TZVPD) of the molecule C7H9N.

As for the maximum force: 1.780 eV/A. The highest occupied orbital energy comes out at -7.9 eV. For the total energy, the calculation gives -326.8525 Eh. Its SMILES is C=Cc1cc[nH]c1C.

The geometry in XYZ format:
```
17
C7H9N, DFT ωB97M-V/def2-TZVPD
C 0.24148 1.57692 -0.54968
C 1.42693 1.72616 0.09393
N 1.79229 0.51801 0.61830
C 0.82123 -0.41292 0.35197
C -0.19039 0.22551 -0.31957
C -1.55658 -0.28448 -0.41835
C -2.39719 -0.03960 -1.41225
C 0.74392 -1.72946 1.06554
H -0.30907 2.38576 -0.99910
H 2.05045 2.60355 0.17179
H 2.66026 0.34664 1.09052
H -1.95234 -0.81389 0.44875
H -2.04370 0.48903 -2.30287
H -3.37033 -0.45562 -1.63180
H -0.00199 -1.63089 1.85832
H 1.68376 -1.99573 1.54360
H 0.40128 -2.50898 0.39090
```

---

(5)
The following is a DFT calculation (ωB97M-V/def2-TZVPD) of the molecule C7H9N.

As for the maximum force: 1.324 eV/A. The highest occupied orbital energy comes out at -8.5 eV. For the total energy, the calculation gives -326.7809 Eh. Its SMILES is C1=CC(N2CC2)C=C1.

The geometry in XYZ format:
```
17
C7H9N, DFT ωB97M-V/def2-TZVPD
C 2.13793 -0.75252 -0.06357
C 2.13817 0.73827 -0.11838
C -0.16838 0.04691 0.32568
C -1.12620 1.20083 0.08282
C -2.30503 0.68752 -0.30369
C -2.30207 -0.77931 -0.14045
C -1.03809 -1.19224 0.05066
H 2.69613 -1.36963 -0.74539
H 1.99064 -1.10042 0.93627
H 1.99959 1.35222 0.77220
H 2.74684 1.23564 -0.85996
H 0.04494 0.01681 1.40682
H -0.92563 2.26100 0.27130
H -3.17132 1.23623 -0.63732
H -3.18337 -1.41019 -0.31937
H -0.53418 -2.15213 -0.08672
N 1.00001 -0.01898 -0.57091
```

---

(6)
The following is a DFT calculation (ωB97M-V/def2-TZVPD) of a structure of composition C7H9N2O3.

As for the maximum force: 6.744 eV/A. Its charge is -1. The highest occupied orbital energy comes out at -4.1 eV. For the total energy, the calculation gives -607.3105 Eh.

The geometry in XYZ format:
```
21
C7H9N2O3, DFT ωB97M-V/def2-TZVPD
C -0.25488 -0.81450 -1.17181
C -0.00648 -0.40992 -2.49563
C -1.63750 -1.14733 -1.36004
C -1.50942 -0.49311 -2.69944
C -0.34296 1.53562 0.77847
C 0.54498 0.00775 2.52772
C -0.11786 0.00214 1.19407
N 1.95863 -0.37080 -0.12911
N 0.63632 -0.75786 0.11818
O 0.95966 -0.11837 -3.21925
O -2.49784 -1.69479 -0.67512
O -2.31492 0.07844 -3.48909
H -0.84202 1.16539 -0.29018
H -1.00722 2.12115 1.32690
H 0.48125 2.14680 0.62050
H 1.40119 0.73368 2.62861
H 1.17735 -0.97940 2.63727
H -0.14611 0.17640 3.34016
H -1.07136 -0.55414 1.23505
H 2.07601 0.56582 -0.48911
H 2.51317 -1.19297 -0.38816
```

---

(7)
The following is a DFT calculation (ωB97M-V/def2-TZVPD) of the ion C7H9N2S with charge +1.

As for the maximum force: 4.844 eV/A. Its charge is +1. The highest occupied orbital energy comes out at -13.0 eV. For the total energy, the calculation gives -779.5433 Eh.

The geometry in XYZ format:
```
19
C7H9N2S, DFT ωB97M-V/def2-TZVPD
C -0.31603 -1.31931 0.58468
C 0.52087 -0.33055 0.27938
C -1.60817 0.29773 -0.19932
C -2.89443 -1.32426 0.72661
C -3.81166 -0.47119 0.23469
C 2.00850 -0.46552 0.10659
C 0.44157 1.93802 -0.83126
N -1.60926 -0.87996 0.46157
N -0.17750 0.72342 -0.31237
S -3.15684 0.94985 -0.44621
H 0.01717 -2.21757 0.94866
H -3.21728 -2.27248 0.99326
H -4.75522 -0.72558 0.43096
H 2.52899 -0.40788 1.08053
H 2.26725 -1.35777 -0.43983
H 2.18383 0.36928 -0.47914
H 1.06889 2.38816 -0.15606
H 0.98582 1.83951 -1.83544
H -0.42246 2.54153 -1.17834
```

---

(8)
The following is a DFT calculation (ωB97M-V/def2-TZVPD) of a cluster of 2 separate species, C7H9N3 in total.

As for the maximum force: 5.067 eV/A. The highest occupied orbital energy (spin up / spin down) comes out at -9.5 / -9.0 eV. For the total energy, the calculation gives -436.1809 Eh.

The geometry in XYZ format:
```
19
C7H9N3, DFT ωB97M-V/def2-TZVPD
C 0.02440 -2.50142 0.11434
C -0.44590 1.78946 -1.45603
C -1.10023 2.78796 -0.69729
C -0.42395 0.76636 -0.57832
C 2.27382 -1.30641 -0.60299
C -1.24737 0.35242 1.90734
C 1.04352 -2.17312 -0.74920
N -0.66599 -2.95210 0.90788
N -1.44412 2.34018 0.55777
N -0.95430 1.06333 0.61903
H -0.18973 1.61898 -2.41923
H -1.29375 3.84551 -0.85169
H 3.02556 -2.05603 -0.38473
H 2.15009 -0.73490 0.31004
H 2.28513 -0.83904 -1.50018
H -0.99171 1.01335 2.65411
H -2.31873 0.20233 1.88616
H -0.70335 -0.51761 1.95870
H 0.97663 -2.69924 -1.67570
```

---

(9)
The following is a DFT calculation (ωB97M-V/def2-TZVPD) of the ion C7H9N3P with charge +1.

As for the maximum force: 3.638 eV/A. Its charge is +1. The highest occupied orbital energy (spin up / spin down) comes out at -13.0 / -13.0 eV. For the total energy, the calculation gives -777.4141 Eh. Its SMILES is [H]/N=C(N)/[NH+]=C1/C=CC=C/C1=P/[H].

The geometry in XYZ format:
```
20
C7H9N3P, DFT ωB97M-V/def2-TZVPD
C -2.39400 -1.30421 0.43225
C -2.89094 -0.34016 -0.43200
C -1.10049 -1.36426 0.75737
C -2.22775 0.84662 -0.46618
C -0.22780 -0.26184 0.34876
C -0.86564 1.00301 -0.04215
C 2.22107 -0.03190 0.00971
N 1.01497 -0.33350 0.70938
N 3.20952 -0.81059 0.18231
N 2.31056 1.14484 -0.67385
P -0.49430 2.53946 0.63967
H -3.01906 -2.21439 0.77739
H -3.99672 -0.50264 -0.75115
H -0.79936 -2.11374 1.50298
H -2.67830 1.77440 -0.92850
H 1.18680 -1.23176 1.19471
H 4.00934 -0.55347 -0.47178
H 3.17261 1.16175 -1.19388
H 1.56835 1.54037 -1.22364
H 0.39990 1.80414 1.52037
```

---

(10)
The following is a DFT calculation (ωB97M-V/def2-TZVPD) of the ion C7H9N4S with charge +1.

As for the maximum force: 3.635 eV/A. Its charge is +1. The highest occupied orbital energy (spin up / spin down) comes out at -10.0 / -12.7 eV. For the total energy, the calculation gives -888.9217 Eh. The spin multiplicity is 3.

The geometry in XYZ format:
```
21
C7H9N4S, DFT ωB97M-V/def2-TZVPD
C -0.06640 2.97048 -0.00526
C -1.03383 2.04499 0.31010
C 1.26057 2.53328 -0.31730
C -0.69691 0.64301 0.39730
C 0.65613 0.31035 0.23993
C 3.45190 -0.47301 0.02269
C 0.40403 -2.07787 -0.44246
N 1.53907 1.23755 -0.27933
N 2.47133 -1.25439 0.32558
N 1.11740 -0.95984 0.22325
N -1.78018 -0.21758 0.63561
S 4.76463 0.36180 0.11388
H -0.27282 4.00067 -0.24932
H -2.09884 2.26956 0.32911
H 1.79983 3.24368 -0.91197
H 1.09138 -2.64196 -1.06315
H 0.02404 -2.62983 0.30839
H -0.26406 -1.48905 -0.99520
H 2.58677 -2.26802 0.28524
H -2.72727 0.11880 0.80288
H -1.76084 -1.22172 0.48740
```

---

(11)
The following is a DFT calculation (ωB97M-V/def2-TZVPD) of the ion C7H9N6OS with charge +1.

As for the maximum force: 2.948 eV/A. Its charge is +1. The highest occupied orbital energy comes out at -13.5 eV. For the total energy, the calculation gives -1073.7758 Eh. Its SMILES is NC(=O)[C@]([NH3+])(c1cccs1)n1cnnn1.

The geometry in XYZ format:
```
24
C7H9N6OS, DFT ωB97M-V/def2-TZVPD
C -2.31164 -2.04692 0.14616
C -0.99815 -1.63807 -0.16616
C -3.13966 -1.00828 0.32586
C 1.77276 -0.94117 1.06693
C -0.81387 -0.26886 -0.20093
C 0.26026 1.97422 0.36656
C 0.36316 0.51657 -0.52935
N 3.00368 -1.38033 1.04902
N 3.54501 -0.98043 -0.10287
N 2.76973 -0.20089 -0.73157
N 1.61189 -0.16372 -0.05996
N -0.08169 1.91986 1.61923
N 0.58082 1.05052 -1.91661
O 0.52990 2.93178 -0.33560
S -2.36993 0.56149 0.27820
H -2.74264 -3.11780 0.08684
H -0.20439 -2.38083 -0.39050
H -4.17810 -0.93252 -0.03186
H 1.01947 -1.26340 1.79863
H -0.67051 1.10061 1.87058
H -0.06880 2.62847 2.32194
H -0.17940 0.88163 -2.59719
H 1.47573 0.65840 -2.29478
H 0.82638 2.09968 -1.57257
```

---

(12)
The following is a DFT calculation (ωB97M-V/def2-TZVPD) of the molecule C7H9NO.

As for the maximum force: 8.981 eV/A. The highest occupied orbital energy comes out at -9.5 eV. For the total energy, the calculation gives -401.8512 Eh. Its SMILES is C=C[C@H]1C(=O)C[C@@H]2N[C@H]21.

The geometry in XYZ format:
```
18
C7H9NO, DFT ωB97M-V/def2-TZVPD
C -1.38524 -1.88647 -1.37476
C -0.92504 -0.68158 -1.56433
C 0.34914 -0.25279 -0.90571
C 0.68387 -0.74857 0.60534
C -0.28658 -0.04055 1.39927
C -0.03158 1.41292 1.08449
C 0.42801 1.27910 -0.41130
H -0.89017 -2.54346 -0.66726
H -2.31133 -2.04614 -1.78389
H -1.41393 0.27463 -2.03084
H 1.22754 -0.56511 -1.67799
H 1.74067 -0.34323 0.86007
H -0.77462 -1.79808 2.18552
H -1.26685 -0.44625 1.04935
H 0.77477 1.88435 1.85826
H -0.92832 2.00033 1.34242
N 0.22223 -1.30121 2.00749
O 1.16140 2.27488 -1.02325
```

---

Ordered relative energy (zero: lowest compared OMol25 entry of this formula, charge and spin) results: 336.5, 507.2, 807.5, 101.0, 288.9, 233.3, 100.9, 617.9, 285.1, 72.6, 11.9, 761.0; unit kJ/mol.